The following is a quantum chemistry calculation of a molecular structure, C23H24N3O5PdSi at a distorted geometry, from the Open Molecules 2025 dataset.

Summary:
frontier orbital gap (alpha / beta) = 6.366 / 6.298 eV
ΔE to the lowest compared entry with this formula, charge and spin = 2.4472 eV
HOMO energy (alpha / beta) = -11.481 / -11.468 eV
LUMO (alpha / beta) = -0.1880 / -0.1900 hartree

```
! wB97M-V def2-TZVPD RIJCOSX def2/J DEFGRID3
* xyz 1 1
Pd 1.503 -0.141 0.009
O 5.538 1.175 0.163
C 4.307 1.118 0.199
N 3.628 -0.062 0.172
C 4.419 -1.170 0.169
O 5.652 -1.111 0.206
C 3.661 -2.421 0.156
C 4.352 -3.642 0.191
C 3.640 -4.814 0.234
C 2.241 -4.753 0.240
C 1.629 -3.518 0.192
N 2.305 -2.371 0.147
C 3.425 2.287 0.299
C 3.967 3.578 0.207
C 3.124 4.659 0.306
C 1.760 4.443 0.521
C 1.301 3.142 0.607
N 2.101 2.088 0.494
H 5.431 -3.614 0.192
H 4.148 -5.763 0.270
H 1.651 -5.653 0.283
H 0.552 -3.441 0.196
H 5.031 3.675 0.054
H 3.509 5.664 0.223
H 1.074 5.268 0.616
H 0.252 2.940 0.778
O -2.564 2.084 1.479
C -2.781 2.646 0.266
C -3.680 3.693 0.092
C -3.876 4.253 -1.157
C -3.149 3.799 -2.248
C -2.225 2.785 -2.087
C -2.046 2.187 -0.840
C -1.129 1.040 -0.697
O -0.017 0.975 -1.225
O -1.644 0.064 0.016
H -3.135 2.494 2.143
H -4.228 4.064 0.948
H -4.606 5.038 -1.275
H -3.307 4.234 -3.221
H -1.657 2.413 -2.927
C -3.253 -2.001 1.932
Si -2.496 -2.398 0.240
C -3.554 -1.910 -1.264
C -1.962 -4.221 0.085
C -0.961 -1.185 0.118
H -4.183 -2.542 2.065
H -3.472 -0.942 2.028
H -2.598 -2.280 2.753
H -4.415 -2.567 -1.346
H -3.000 -1.990 -2.197
H -3.926 -0.893 -1.187
H -2.856 -4.835 0.036
H -1.390 -4.578 0.936
H -1.394 -4.426 -0.820
H -0.374 -1.384 -0.804
H -0.322 -1.183 1.033
*
```